The following is a quantum chemistry calculation of C5H20F3N10O5Y as an isolated structure at a distorted geometry, from the OMol25 dataset.

Structure (ORCA input):
```
! RIJCOSX wB97M-V def2-TZVPD def2/J DEFGRID3
* xyz 0 1
Y 0.5741 -0.3295 0.4735
F 2.3564 1.0409 0.1644
F 1.4322 -2.5121 0.4422
F -1.2653 -0.9198 1.7452
C -0.5009 2.7005 2.0935
O -0.0268 1.6702 1.6523
N -0.0145 3.9258 1.7206
N -1.5307 2.6762 2.9787
H -0.4354 4.6940 2.2072
H 0.8187 3.9226 1.1615
H -2.0607 3.4393 3.3545
H -1.9120 1.7586 3.1450
C -1.0175 -2.9005 -1.3755
O -0.8665 -1.7953 -0.8932
N -2.1113 -3.2559 -2.1271
N 0.0190 -3.7967 -1.2454
H -2.5666 -2.4995 -2.6024
H -2.5842 -4.1357 -2.0648
H -0.1809 -4.7823 -1.1982
H 0.6647 -3.3863 -0.5228
C 1.8832 -0.8531 -2.8527
O 1.4209 -0.7525 -1.7401
N 2.6740 0.1577 -3.3599
N 1.6650 -1.9230 -3.6725
H 2.8961 0.8969 -2.7139
H 3.2897 -0.0227 -4.1309
H 1.9665 -1.9371 -4.6243
H 1.1172 -2.6237 -3.1917
C 1.1173 -0.3883 3.7767
O 1.4821 -0.3747 2.6067
N -0.1845 -0.5564 4.0656
N 2.0131 -0.2906 4.8065
H -0.8046 -0.7797 3.2692
H -0.6072 -0.6391 4.9720
H 1.6936 -0.2184 5.7520
H 2.9189 0.0212 4.5038
C -1.3376 1.6222 -1.7222
O -0.5260 1.0299 -1.0283
N -2.6737 1.3715 -1.6724
N -0.9348 2.5197 -2.6627
H -2.9947 0.5454 -1.1990
H -3.3088 1.8783 -2.2597
H -1.5863 3.0544 -3.2085
H 0.0288 2.7480 -2.8228
*
```

Output
highest occupied orbital energy	-8.7	eV
maximum force	1.94	eV Å⁻¹
energy relative to the best compared isomer or geometry (same formula, charge and spin)	14.24	kcal/mol
HOMO-LUMO gap	9.08	eV


The following is a quantum chemistry calculation of a 6-piece molecular cluster, C21H43NO12 overall at a distorted geometry, from the OMol25 dataset.

Structure (ORCA input):
```
! RIJCOSX wB97M-V def2-TZVPD def2/J DEFGRID3
* xyz 1 2
C 0.3541 0.2851 0.0030
N -0.9724 0.2161 0.6583
O -1.1916 -0.7922 1.3314
O -1.7825 1.0820 0.4817
H 0.4718 -0.6757 -0.4982
H 1.1687 0.3947 0.7189
H 0.3167 1.1329 -0.6810
O -3.9909 -2.7614 -1.4813
C -3.1064 -2.5942 -2.2915
O -3.2461 -2.1731 -3.5601
C -4.5771 -2.0748 -4.0413
C -4.5942 -1.4653 -5.4513
C -1.6381 -2.8187 -1.9544
H -5.3146 -1.6293 -3.3736
H -4.9356 -3.0996 -4.1383
H -5.6513 -1.3039 -5.6624
H -4.0993 -2.0768 -6.2058
H -4.0970 -0.4974 -5.3883
H -1.2016 -1.9834 -1.4070
H -1.1202 -3.1149 -2.8666
H -1.5818 -3.6007 -1.1971
O 5.9981 -0.0228 -0.0660
C 5.1389 0.5903 0.5238
O 4.3191 1.5642 0.0940
C 4.2237 1.8590 -1.2766
C 3.8700 3.3275 -1.4135
C 4.8465 0.3665 1.9677
H 3.5138 1.2201 -1.8018
H 5.1703 1.6141 -1.7584
H 3.6179 3.5378 -2.4529
H 4.7107 3.8989 -1.0201
H 3.0122 3.6034 -0.8003
H 3.8424 -0.0570 1.9442
H 4.8344 1.3133 2.5077
H 5.4592 -0.4228 2.4033
O 2.4766 1.6163 4.0876
C 1.3033 1.6044 3.7648
O 0.7681 2.1575 2.6160
C 1.6023 3.1277 2.0067
C 0.8208 4.1792 1.2218
C 0.3536 0.7896 4.5491
H 2.2018 2.6251 1.2477
H 2.2695 3.6251 2.7106
H 0.0667 3.6934 0.6025
H 1.5707 4.6736 0.6043
H 0.2465 4.7281 1.9681
H -0.3250 0.2356 3.9004
H -0.2909 1.4282 5.1532
H 0.8762 0.0997 5.2115
O -0.0719 0.1387 -3.4323
C -1.0088 0.5084 -4.1347
O -2.1533 1.0107 -3.7349
C -2.5013 1.1162 -2.3997
C -3.9667 1.4447 -2.2648
C -0.9074 0.3271 -5.6284
H -1.8277 1.9284 -2.1265
H -2.2744 0.1654 -1.9173
H -4.2000 2.4784 -2.5202
H -4.3476 1.3985 -1.2446
H -4.5062 0.7834 -2.9428
H -1.6006 -0.4622 -5.9191
H 0.0663 -0.0672 -5.9192
H -1.1618 1.2835 -6.0854
O 1.9298 -3.7220 5.4623
C 1.6279 -3.0178 4.4761
O 0.4241 -2.6749 4.0665
C -0.7269 -3.1660 4.7547
C -1.9456 -2.8279 3.9685
C 2.7122 -2.3758 3.6515
H -0.7727 -2.6790 5.7287
H -0.7090 -4.2412 4.9330
H -2.8337 -3.2880 4.4018
H -1.9264 -3.1753 2.9356
H -2.1055 -1.7503 4.0024
H 2.7225 -1.2909 3.7561
H 2.7043 -2.5350 2.5732
H 3.6527 -2.7352 4.0691
*
```

Output
highest occupied orbital energy (alpha / beta)	-12.1 / -12.1	eV
maximum force	3.62	eV Å⁻¹
⟨S²⟩	0.755
energy relative to the best compared isomer or geometry (same formula, charge and spin)	0.00	kcal/mol
HOMO-LUMO gap (alpha / beta)	7.56 / 2.52	eV


The following is a quantum chemistry calculation of a 5-piece molecular cluster, C2H13O4S overall at a distorted geometry, from the OMol25 dataset.

Structure (ORCA input):
```
! RIJCOSX wB97M-V def2-TZVPD def2/J DEFGRID3
* xyz -1 1
C -0.6779 -2.4060 0.5191
C -0.2341 -1.0770 -0.1314
S 0.3570 0.4467 0.8564
H -1.5442 -2.2034 1.1317
H 0.1315 -2.7690 1.1881
H -0.9629 -3.1522 -0.3441
H -1.1677 -0.7487 -0.6513
H 0.4948 -1.4225 -0.8686
H 2.4615 -0.3843 2.8990
H 2.9453 -0.6097 1.5466
O 3.2799 -0.6176 2.5424
H -1.4247 -0.2007 2.6176
H -1.5905 -0.1265 4.0993
O -2.1462 -0.2995 3.2728
H -0.4600 0.5837 -2.8380
H 0.4110 1.3180 -1.6946
O 0.1053 1.3210 -2.6695
H -0.0961 3.2826 -3.8524
H 0.3613 4.7986 -3.5256
O -0.2432 4.2664 -4.0974
*
```

Output
highest occupied orbital energy	-3.8	eV
maximum force	4.26	eV Å⁻¹
energy relative to the best compared isomer or geometry (same formula, charge and spin)	27.64	kcal/mol
HOMO-LUMO gap	7.16	eV